1.
Here is the molecule C13H22N2O4S at a distorted geometry from OMol25. Energies are from ωB97M-V with the def2-TZVPD basis set.

Each line ends with the Löwdin charge.
Positions of all 42 atoms, in Å:
O: 1.708 -2.355 -1.059  0.075
O: 2.529 1.908 -0.571  0.081
O: -3.351 -1.974 1.546  -0.533
O: 0.644 -2.446 1.703  -0.081
C: 1.749 -1.351 -0.367  -0.387
C: 2.085 0.896 -0.131  -0.459
C: 1.241 -1.403 1.057  -0.153
C: 1.141 -0.274 1.788  -0.156
N: 2.167 -0.223 -0.918  0.036
N: 1.493 0.921 1.146  -0.011
S: -2.128 -1.330 0.903  0.953
C: 0.645 -0.114 3.240  0.008
C: 3.014 -0.187 -2.126  0.036
C: 1.366 2.260 1.680  -0.038
C: -1.050 2.830 -2.257  -0.076
C: -0.315 -3.304 1.091  -0.195
C: -1.318 -2.672 0.148  -0.325
C: -2.666 -0.431 -0.586  -0.329
C: -1.898 1.505 -1.991  -0.287
C: -2.233 1.057 -0.622  -0.287
H: -0.113 0.633 3.387  0.067
H: 1.565 0.173 3.819  0.106
H: 0.355 -1.056 3.751  0.094
H: 3.881 -0.788 -1.863  0.107
H: 2.462 -0.643 -2.935  0.090
H: 3.233 0.814 -2.528  0.103
H: 0.733 2.548 2.518  0.090
H: 1.052 2.976 0.888  0.099
H: 2.434 2.476 1.920  0.113
H: -0.080 2.773 -1.779  0.041
H: -1.545 3.613 -1.761  0.043
H: -0.823 2.977 -3.353  0.090
H: 0.350 -3.934 0.537  0.116
H: -0.767 -3.837 1.913  0.132
H: -0.811 -2.312 -0.707  0.068
H: -2.007 -3.421 -0.143  0.105
H: -3.714 -0.484 -0.667  0.075
H: -2.284 -0.937 -1.504  0.095
H: -2.855 1.600 -2.594  0.126
H: -1.321 0.636 -2.416  0.105
H: -3.212 1.624 -0.252  0.151
H: -1.357 1.258 0.098  0.114

Spin multiplicity: 1
LUMO in eV: 0.62
Orbital gap in eV: 8.89
E in a.u.: -1317.12600
HOMO energy in Eh: -0.3040
Energy relative to the best compared isomer or geometry (same formula, charge and spin) in kcal/mol: 39.3
Max |F| in eV/Å: 4.3

2.
Here is C7H5I2NO as an isolated structure at a distorted geometry from OMol25. Energies are from ωB97M-V with the def2-TZVPD basis set.

Each line ends with the Löwdin charge.
Positions of all 16 atoms, in Å:
C: -3.133 1.011 -0.385  -0.283
C: 0.603 1.275 -0.808  -0.102
C: -0.800 1.483 -0.533  -0.155
C: 1.095 0.220 -1.439  -0.169
C: 2.107 -1.181 1.307  -0.239
C: -1.874 0.834 -0.963  -0.156
C: 1.056 -1.893 1.478  -1.323
N: -4.188 1.294 -0.051  0.153
O: 1.562 -0.701 -1.988  0.190
I: -0.674 -1.188 2.550  0.726
I: 0.833 -3.786 0.579  0.767
H: 1.337 2.076 -0.463  0.148
H: -1.036 2.317 0.243  0.156
H: 2.827 -1.685 0.670  0.051
H: 2.119 -0.168 1.715  0.065
H: -1.836 0.092 -1.913  0.171

Spin multiplicity: 1
LUMO in eV: -0.27
Orbital gap in eV: 8.73
E in a.u.: -995.00122
HOMO energy in Eh: -0.3306
Max |F| in eV/Å: 4.2

Repeat the second record exactly.
Here is C7H5I2NO as an isolated structure at a distorted geometry from OMol25. Energies are from ωB97M-V with the def2-TZVPD basis set.

Each line ends with the Löwdin charge.
Positions of all 16 atoms, in Å:
C: -3.133 1.011 -0.385  -0.283
C: 0.603 1.275 -0.808  -0.102
C: -0.800 1.483 -0.533  -0.155
C: 1.095 0.220 -1.439  -0.169
C: 2.107 -1.181 1.307  -0.239
C: -1.874 0.834 -0.963  -0.156
C: 1.056 -1.893 1.478  -1.323
N: -4.188 1.294 -0.051  0.153
O: 1.562 -0.701 -1.988  0.190
I: -0.674 -1.188 2.550  0.726
I: 0.833 -3.786 0.579  0.767
H: 1.337 2.076 -0.463  0.148
H: -1.036 2.317 0.243  0.156
H: 2.827 -1.685 0.670  0.051
H: 2.119 -0.168 1.715  0.065
H: -1.836 0.092 -1.913  0.171

Spin multiplicity: 1
LUMO in eV: -0.27
Orbital gap in eV: 8.73
E in a.u.: -995.00122
HOMO energy in Eh: -0.3306
Max |F| in eV/Å: 4.2

> Among the records above, which one has the lowest LUMO?

C7H5I2NO